This record from the OMol25 dataset describes an isolated molecule of C19H28N8O2. The level of theory is ωB97M-V/def2-TZVPD.

ORCA input file:
```
! wB97M-V def2-TZVPD RIJCOSX def2/J DEFGRID3
* xyz 0 1
C -3.5860 -1.5378 1.6433
C -2.3646 -2.4094 1.7239
C -2.1401 -3.2507 2.8071
N -1.0842 -4.0540 2.9283
C -0.1895 -4.0425 1.9461
C -0.2968 -3.2302 0.8202
C 0.8381 -3.2647 -0.1698
O 1.7598 -4.0569 -0.0366
N 0.7880 -2.3644 -1.1742
C 1.9246 -2.1623 -2.0663
C 1.8858 -3.1265 -3.2428
C 1.9128 -0.7033 -2.5165
C 2.0544 0.2741 -1.3405
N 1.1123 1.3940 -1.3959
C -0.1787 1.2144 -1.0500
O -0.7860 0.1551 -1.1849
C -0.9367 2.4625 -0.6161
C -1.6959 3.1015 -1.8029
C -0.9615 4.4227 -2.0450
C -0.5083 4.7945 -0.6436
N -0.0540 3.5143 -0.1079
C 0.1167 3.4991 1.3358
C 0.7541 2.2309 1.7967
N 2.0588 1.9371 1.6251
N 2.2291 0.7401 2.1141
N 1.0584 0.3478 2.5545
C 0.8598 -0.9252 3.2246
N 0.1012 1.2408 2.3848
C -1.4097 -2.4080 0.7138
H -4.3433 -1.9874 0.9982
H -4.0306 -1.3903 2.6272
H -3.3359 -0.5612 1.2279
H -2.8517 -3.2736 3.6276
H 0.6699 -4.6940 2.0442
H 0.0798 -1.6404 -1.1772
H 2.8283 -2.3635 -1.4828
H 2.7677 -2.9989 -3.8731
H 1.8648 -4.1543 -2.8833
H 0.9966 -2.9493 -3.8516
H 2.7132 -0.5490 -3.2419
H 0.9731 -0.5070 -3.0373
H 1.9099 -0.2612 -0.3989
H 3.0543 0.7019 -1.3071
H 1.4647 2.2907 -1.0820
H -1.6436 2.1160 0.1469
H -1.7211 2.4478 -2.6729
H -2.7275 3.2968 -1.5095
H -0.0899 4.2699 -2.6837
H -1.5943 5.1801 -2.5043
H 0.3014 5.5249 -0.6183
H -1.3526 5.2001 -0.0625
H 0.7606 4.3344 1.6146
H -0.8428 3.6157 1.8606
H -0.1419 -1.2773 2.9979
H 1.6014 -1.6223 2.8467
H 0.9782 -0.7985 4.2988
H -1.5509 -1.7433 -0.1294
*
```

Output
Highest occupied orbital energy in eV: -9.332
F_max in eV/A: 0.763
HOMO-LUMO gap in Ha: 0.36738
Energy above the lowest of the compared OMol25 structures with the same formula, charge and spin in kJ/mol: 7.5
Molar mass in g/mol: 400.487
E_LUMO in eV: 0.66
SMILES string: Cc1cncc(C(=O)N[C@@H](C)CCNC(=O)[C@@H]2CCCN2Cc2nnn(C)n2)c1
E_tot in a.u.: -1329.3796

=====

This record from the OMol25 dataset describes an isolated molecule of C2H6N2OS at a distorted geometry. The level of theory is ωB97M-V/def2-TZVPD.

ORCA input file:
```
! wB97M-V def2-TZVPD RIJCOSX def2/J DEFGRID3
* xyz 0 1
C 2.4737 0.0205 0.1725
C -0.8279 -0.1318 -0.6118
H 2.4061 1.1314 0.2320
H 3.2437 -0.3169 -0.4493
H 2.6452 -0.3457 1.2146
H -0.9719 -0.9928 -1.2340
H -1.8943 1.4257 0.1554
H -3.0879 -0.7414 1.2436
N 0.2246 0.2073 -0.0070
N -2.0627 0.6125 -0.4363
O 1.2957 -0.5869 -0.3279
S -3.4445 -0.2818 0.0482
*
```

Output
Highest occupied orbital energy in eV: -9.062
F_max in eV/A: 2.361
HOMO-LUMO gap in Ha: 0.36398
Energy above the lowest of the compared OMol25 structures with the same formula, charge and spin in kJ/mol: 314.4
Molar mass in g/mol: 106.150
E_LUMO in eV: 0.84
SMILES string: CO/N=C/NS
E_tot in a.u.: -662.6471

=====

This record from the OMol25 dataset describes a structure of composition C27H51Br12FN2O8Si at a distorted geometry. The level of theory is ωB97M-V/def2-TZVPD.

ORCA input file:
```
! wB97M-V def2-TZVPD RIJCOSX def2/J DEFGRID3
* xyz 0 1
C 8.6910 -0.4422 0.7535
C 7.6402 -1.6135 0.4404
O 6.2794 -1.1729 0.2661
C 5.7217 -0.6485 1.4885
C 4.2664 -1.2757 1.8296
O 3.4433 -1.2001 0.6479
C 2.1569 -0.5573 0.9506
C 1.4287 -0.2620 -0.4778
F 2.3923 -0.5614 -1.4804
C 1.1934 1.3491 -0.5603
C 2.0225 2.0308 -1.7666
C 1.3784 3.5146 -1.9308
C 1.8086 4.4844 -0.7193
N 1.6430 5.9147 -1.1853
O 0.1563 -0.8535 -0.5597
C 0.0349 -2.0053 -1.3975
C 0.9969 -3.2501 -1.0202
N 1.6707 -3.8905 -2.1938
C 0.0364 -1.6469 -2.9937
C -0.5603 -0.1932 -3.3596
O -1.3952 0.5085 -2.6863
O -0.1062 0.3970 -4.6416
C -1.4576 -2.5689 -1.0461
C -1.8328 -3.9489 -1.7542
C -2.9323 -3.7050 -2.8895
O -4.1345 -3.5583 -2.6369
O -1.6896 -2.5862 0.3972
C -2.6959 -1.5830 0.7393
C -4.1893 -2.0347 0.3790
C -5.3170 -1.1798 1.1733
O -6.2331 -0.6191 0.2081
Si -7.8021 -0.3048 0.8625
C -8.5669 -1.7481 1.8589
C -8.9701 -0.0502 -0.6690
C -7.9092 1.3621 1.8470
H 9.3891 -0.2926 -0.1465
H 8.1961 0.5634 0.9979
H 9.3153 -0.7664 1.6554
H 7.9646 -2.1214 -0.5294
H 7.7474 -2.4024 1.2721
H 6.4291 -0.8248 2.3724
H 5.5518 0.4725 1.3264
H 4.4819 -2.3835 2.0671
H 3.8252 -0.7697 2.7502
H 1.5822 -1.3125 1.5840
H 2.4176 0.3914 1.5172
H 0.0862 1.5057 -0.8406
H 1.3355 1.8670 0.4389
H 3.1157 2.1700 -1.4913
H 1.8596 1.5145 -2.7656
H 0.2371 3.3884 -1.8290
H 1.5488 3.9632 -2.9610
H 1.1119 4.3862 0.1859
H 2.8746 4.2432 -0.3954
H 2.0360 5.9132 -2.1384
H 2.1674 6.5541 -0.5723
H 1.8580 -2.9510 -0.3160
H 0.4444 -4.0814 -0.4470
H 1.0013 -4.2300 -2.8905
H 2.3550 -3.2424 -2.6069
H 1.1501 -1.5926 -3.2882
H -0.4146 -2.4491 -3.6543
H 0.5026 -0.2199 -5.1027
H -2.1878 -1.7672 -1.4403
H -0.9827 -4.4909 -2.2737
H -2.3507 -4.6275 -0.9842
H -2.5558 -3.7294 -3.9826
H -2.4196 -0.5560 0.2956
H -2.6806 -1.4147 1.8801
H -4.3473 -1.7501 -0.7272
H -4.3636 -3.1571 0.4348
H -4.8563 -0.3599 1.8241
H -5.8016 -1.9254 1.8995
H -9.4933 -1.3990 2.4235
H -7.8568 -2.2098 2.6301
H -8.8544 -2.5751 1.1266
H -9.4798 0.9815 -0.6447
H -9.7941 -0.8565 -0.6434
H -8.4256 -0.1913 -1.6581
H -8.4647 1.2019 2.8415
H -6.8952 1.8523 1.9974
H -8.5731 2.0966 1.2590
C -0.6153 5.9287 2.5572
Br -1.2988 6.0688 4.3661
Br 1.2768 6.3429 2.4667
Br -1.0045 4.2008 1.7705
H -1.1350 6.6761 1.9613
C 4.6891 4.8825 3.7566
Br 5.2806 6.6098 3.1015
Br 4.5384 3.5825 2.3252
Br 5.8101 4.2375 5.2012
H 3.6904 5.0223 4.1661
C -4.0775 -0.0206 -5.2846
Br -5.3829 -1.3374 -4.7481
Br -4.6668 1.7730 -4.8457
Br -2.2731 -0.3597 -4.5868
H -4.0120 -0.0781 -6.3696
C 6.4417 -2.4738 5.2730
Br 8.3094 -2.2500 4.8024
Br 5.5782 -0.7731 5.6230
Br 5.4835 -3.5059 3.9402
H 6.4121 -3.0431 6.1995
*
```

Output
Highest occupied orbital energy in eV: -8.952
F_max in eV/A: 10.339
HOMO-LUMO gap in Ha: 0.30793
Energy above the lowest of the compared OMol25 structures with the same formula, charge and spin in kJ/mol: 469.2
Molar mass in g/mol: 1537.643
E_LUMO in eV: -0.57
E_tot in a.u.: -33047.9590

=====

This record from the OMol25 dataset describes an isolated molecule of C4H2N2S2 at a distorted geometry. The level of theory is ωB97M-V/def2-TZVPD.

ORCA input file:
```
! wB97M-V def2-TZVPD RIJCOSX def2/J DEFGRID3
* xyz 0 1
C -1.8254 -1.0653 0.0353
C 1.0559 0.5074 -0.5635
C -1.7535 -0.0050 0.9323
C 1.2520 -0.7707 -0.4351
N -2.0214 -2.0501 -0.5587
N 0.6389 1.2965 0.4961
S -0.7651 1.1200 1.5093
S 1.4125 -2.3468 -0.4019
H 1.1083 1.0177 -1.4108
H 0.8978 2.2963 0.3970
*
```

Output
Highest occupied orbital energy (spin up / spin down) in eV: -8.276 / -8.276
F_max in eV/A: 4.325
HOMO-LUMO gap (spin up / spin down) in Ha: 0.25622 / 0.25620
Energy above the lowest of the compared OMol25 structures with the same formula, charge and spin in kJ/mol: 353.7
Molar mass in g/mol: 142.208
E_LUMO (spin up / spin down) in eV: -1.30 / -1.30
E_tot in a.u.: -1059.3293

=====

This record from the OMol25 dataset describes a structure of composition C22H36O2P2Sn at a distorted geometry. The level of theory is ωB97M-V/def2-TZVPD.

ORCA input file:
```
! wB97M-V def2-TZVPD RIJCOSX def2/J DEFGRID3
* xyz 2 1
P -0.5822 -1.6303 -3.9012
P -0.2976 2.1413 -4.5653
C -1.4583 -0.4444 -5.0511
C -0.5425 0.6625 -5.6011
H -2.3414 -0.0359 -4.5386
H -1.8053 -1.0396 -5.9084
H 0.4486 0.2775 -5.8963
H -0.9879 1.0588 -6.5304
C -1.8654 2.8521 -4.0735
H -1.7804 3.3460 -3.0982
H -2.6655 2.1031 -4.0354
H -2.1432 3.6071 -4.8248
C 0.3288 3.3276 -5.8071
H -0.4643 3.5167 -6.5405
H 1.2079 2.9367 -6.3341
H 0.6079 4.2792 -5.3368
C -1.5757 -3.0478 -3.2385
H -1.2519 -3.1987 -2.1974
H -1.4050 -3.9788 -3.7948
H -2.6522 -2.8379 -3.2766
C 0.0424 -2.5850 -5.3859
H 0.7337 -2.0069 -6.0048
H -0.8197 -2.8396 -6.0175
H 0.5303 -3.5206 -5.0936
Sn -2.8929 -0.1135 -1.7033
C 2.5257 2.2719 -4.0097
C 1.2146 2.2116 -3.4023
C 0.8678 1.1107 -2.3572
C 1.5819 -0.2450 -2.2890
C 1.6677 -1.0509 -3.6043
C 2.4195 -0.5926 -4.6686
C 3.7379 0.0703 -4.4574
C 3.6681 1.4147 -3.6753
C -2.8092 -1.8590 -0.3206
H 2.7213 3.1344 -4.6669
H 1.0106 3.2108 -2.9183
H -0.2153 0.9043 -2.4261
H 0.9462 1.5589 -1.3534
H 2.5693 -0.0765 -1.8317
H 1.0022 -0.8238 -1.5414
H 1.7580 -2.1400 -3.3686
H 2.2148 -0.9943 -5.6563
H 4.2216 0.2710 -5.4280
H 4.3931 -0.6087 -3.8757
H 3.7542 1.2142 -2.5927
H 4.5371 2.0180 -3.9900
H -1.7107 -1.8967 -0.1930
H -3.2077 -2.7566 -0.8158
H -3.3391 -1.6238 0.6155
O -3.0329 1.0160 0.3832
C -1.7695 1.0597 0.6507
O -0.8902 0.6265 -0.1606
C -1.3204 1.5839 1.9764
C -2.2244 1.6273 3.0430
C -1.8242 2.1452 4.2793
C -0.5042 2.5950 4.4509
C 0.4184 2.4994 3.3946
C 0.0139 1.9677 2.1648
H -3.2294 1.2560 2.8710
H -2.5457 2.1804 5.0931
H -0.2006 3.0033 5.4177
H 1.4514 2.8262 3.5264
H 0.7120 1.8381 1.3365
*
```

Output
Highest occupied orbital energy (spin up / spin down) in eV: -13.306 / -13.306
F_max in eV/A: 3.980
HOMO-LUMO gap (spin up / spin down) in Ha: 0.21757 / 0.18533
Energy above the lowest of the compared OMol25 structures with the same formula, charge and spin in kJ/mol: 265.1
Molar mass in g/mol: 513.187
E_LUMO (spin up / spin down) in eV: -7.39 / -8.26
E_tot in a.u.: -1906.6372

=====

This record from the OMol25 dataset describes an isolated molecule of C4H5NO. The level of theory is ωB97M-V/def2-TZVPD.

ORCA input file:
```
! wB97M-V def2-TZVPD RIJCOSX def2/J DEFGRID3
* xyz 0 1
C -1.8965 -0.1692 -0.0344
N -0.4947 -0.6239 -0.2490
C 0.3855 0.3061 0.1900
O -0.0267 1.3120 0.7433
C 1.8305 0.1405 0.0263
C 3.0325 0.2314 0.0093
H -2.5666 -1.0202 -0.0385
H -2.1773 0.5759 -0.7904
H -2.0282 0.3616 0.9246
H -0.1576 -1.4285 -0.7831
H 4.0992 0.3143 0.0019
*
```

Output
Highest occupied orbital energy in eV: -9.928
F_max in eV/A: 0.967
HOMO-LUMO gap in Ha: 0.39872
Energy above the lowest of the compared OMol25 structures with the same formula, charge and spin in kJ/mol: 190.1
Molar mass in g/mol: 83.090
E_LUMO in eV: 0.92
SMILES string: C#CC(=O)NC
E_tot in a.u.: -285.3422

=====

Question: The highest F_max belongs to which entry?
Answer: C27H51Br12FN2O8Si

=====

Repeat the fourth record exactly.
This record from the OMol25 dataset describes an isolated molecule of C4H2N2S2 at a distorted geometry. The level of theory is ωB97M-V/def2-TZVPD.

ORCA input file:
```
! wB97M-V def2-TZVPD RIJCOSX def2/J DEFGRID3
* xyz 0 1
C -1.8254 -1.0653 0.0353
C 1.0559 0.5074 -0.5635
C -1.7535 -0.0050 0.9323
C 1.2520 -0.7707 -0.4351
N -2.0214 -2.0501 -0.5587
N 0.6389 1.2965 0.4961
S -0.7651 1.1200 1.5093
S 1.4125 -2.3468 -0.4019
H 1.1083 1.0177 -1.4108
H 0.8978 2.2963 0.3970
*
```

Output
Highest occupied orbital energy (spin up / spin down) in eV: -8.276 / -8.276
F_max in eV/A: 4.325
HOMO-LUMO gap (spin up / spin down) in Ha: 0.25622 / 0.25620
Energy above the lowest of the compared OMol25 structures with the same formula, charge and spin in kJ/mol: 353.7
Molar mass in g/mol: 142.208
E_LUMO (spin up / spin down) in eV: -1.30 / -1.30
E_tot in a.u.: -1059.3293

=====

Question: What is the E_tot in the fourth record?
Answer: -1059.3293 a.u.